Entry 1:
Molecular formula: C6H6Br2O
Method: DFT, wB97M-V/def2-TZVPD

Geometry (Å):
1 C 0.3445 1.7602 -0.0388
2 C -0.8484 1.2065 -0.3218
3 C 1.4898 -0.3140 0.2865
4 C 1.5326 0.9546 0.0385
5 C -1.2342 -0.3199 -0.5370
6 C -0.4295 -1.2327 0.3547
7 O -0.2477 -2.4819 -0.0115
8 Br 3.2660 1.8243 -0.0969
9 Br -1.0534 -0.9309 2.2078
10 H 0.5779 2.8027 -0.2196
11 H -1.6857 1.8397 -0.7345
12 H 2.1974 -1.1613 0.3004
13 H -2.4168 -0.2999 -0.4511
14 H -1.0006 -0.6493 -1.5723
15 H -0.4919 -2.9981 0.7956

As for the charge: 0. For the energy above the lowest of the compared OMol25 structures with the same formula, charge and spin, the calculation gives 361.1 kJ/mol. The calculation puts the HOMO-LUMO gap at 0.34588 Ha. The value obtained for the LUMO energy is 0.0169 hartree. The HOMO energy is -8.953 eV.

Entry 2:
Molecular formula: C6H6BrGaN2NiO3P
Method: DFT, wB97M-V/def2-TZVPD

Geometry (Å):
1 N 3.9868 2.4251 0.4296
2 C 2.8463 2.3580 0.4100
3 O 1.5573 2.2147 0.3481
4 Ga 1.0757 0.3479 0.6030
5 O 1.4453 -0.1764 2.2836
6 C -0.7865 0.0659 0.0641
7 C -1.6732 -0.6093 0.8987
8 C -2.9750 -0.7624 0.4574
9 C -3.3400 -0.2418 -0.7764
10 N -2.5135 0.4207 -1.5842
11 C -1.2648 0.5491 -1.1477
12 P 2.5283 -1.0196 -0.8170
13 O 2.4187 -2.4732 -0.1636
14 Br 1.6203 -1.2162 -2.7652
15 H 1.5250 -1.1341 2.3096
16 H -1.3402 -0.9736 1.8541
17 H -3.7121 -1.2650 1.0556
18 H -4.3525 -0.3702 -1.1193
19 H -0.5810 1.0655 -1.8197
20 H 3.2365 -2.6671 0.3228
21 Ni 0.5410 3.4844 -0.7765

As for the charge: +1. As for the expectation value of S²: 2.005. The calculation puts the HOMO-LUMO gap (spin up / spin down) at 0.26499 / 0.24367 Ha. The value obtained for the LUMO energy (spin up / spin down) is -0.2023 / -0.2356 hartree. The spin multiplicity is 3. The HOMO energy (spin up / spin down) is -12.715 / -13.041 eV.

Entry 3:
Molecular formula: C6H6BrIS
Method: DFT, wB97M-V/def2-TZVPD

Geometry (Å):
1 C -2.8072 -1.8968 0.7116
2 C 1.0237 0.5065 0.3440
3 C -1.6987 -2.2789 1.0262
4 C 1.2450 1.2253 1.3117
5 C 0.5842 1.1770 -2.0612
6 C 0.7073 0.0564 -0.9931
7 S 1.4962 1.7659 2.8920
8 Br -0.0662 0.7083 4.0359
9 I 0.1752 -2.7752 1.4863
10 H -3.6207 -1.9311 0.0859
11 H 0.3709 1.9564 -1.3439
12 H -0.2802 1.1092 -2.6451
13 H 1.4788 1.4067 -2.5859
14 H 1.5643 -0.4372 -1.3601
15 H -0.1726 -0.5925 -0.9042

As for the charge: 0. For the energy above the lowest of the compared OMol25 structures with the same formula, charge and spin, the calculation gives 279.2 kJ/mol. The calculation puts the HOMO-LUMO gap at 0.28955 Ha. The value obtained for the LUMO energy is -0.0250 hartree. The HOMO energy is -8.561 eV.

Entry 4:
Molecular formula: C6H6BrNO2
Method: DFT, wB97M-V/def2-TZVPD

Geometry (Å):
1 C 0.5827 -1.2369 -0.9474
2 C 0.0653 1.8319 0.6165
3 C -0.5590 -1.5734 -0.4473
4 C -1.1819 1.7870 0.2779
5 C 1.3709 0.0099 -0.6028
6 C 1.0236 0.6581 0.7492
7 N -1.7125 -1.6659 0.1315
8 O -1.8798 -2.2336 1.2185
9 O -2.7010 -1.1412 -0.5277
10 Br -2.7604 1.2130 -0.1815
11 H 1.0596 -1.8734 -1.6849
12 H 0.5122 2.8022 0.8042
13 H 2.4266 -0.2682 -0.6175
14 H 1.2203 0.7366 -1.4064
15 H 1.9306 1.0536 1.2041
16 H 0.6028 -0.0996 1.4136

As for the charge: 0. For the energy above the lowest of the compared OMol25 structures with the same formula, charge and spin, the calculation gives 604.7 kJ/mol. The calculation puts the HOMO-LUMO gap (spin up / spin down) at 0.20538 / 0.20552 Ha. The value obtained for the LUMO energy (spin up / spin down) is -0.0761 / -0.0760 hartree. The HOMO energy (spin up / spin down) is -7.659 / -7.661 eV.

Entry 5:
Molecular formula: C6H6BrNOP2
Method: DFT, wB97M-V/def2-TZVPD

Geometry (Å):
1 C -0.7783 -1.3873 0.4759
2 C 0.2190 -0.8803 1.2079
3 C -1.1139 -0.8053 -0.7136
4 C 0.8482 0.3029 0.7776
5 C -0.5128 0.3309 -1.1845
6 C 0.4918 0.9025 -0.4129
7 N 3.6159 1.4466 -0.1967
8 O 1.2158 1.8696 -0.9876
9 P 4.5185 0.4961 0.5309
10 P 2.3904 2.6439 -0.1826
11 Br 3.3638 -1.8510 0.1535
12 H -1.4087 -2.1430 1.0477
13 H 0.4826 -1.4298 2.0096
14 H -1.7360 -1.2999 -1.4201
15 H 1.7441 0.6592 1.3423
16 H -0.7948 0.8484 -2.1163
17 H 2.7749 3.2611 -1.2559

As for the charge: 0. For the energy above the lowest of the compared OMol25 structures with the same formula, charge and spin, the calculation gives 0.0 kJ/mol. The calculation puts the HOMO-LUMO gap at 0.26851 Ha. The value obtained for the LUMO energy is -0.0551 hartree. The HOMO energy is -8.806 eV.

Entry 6:
Molecular formula: C6H6BrO
Method: DFT, wB97M-V/def2-TZVPD

Geometry (Å):
1 C 1.3996 0.1178 1.0886
2 C 0.9212 0.8584 -0.1223
3 C 0.8986 -1.0203 1.4782
4 C -0.4366 -1.5971 1.0700
5 C -0.2292 0.8619 -0.7396
6 C -1.3925 0.8722 -1.4905
7 O -1.1173 -1.1804 0.1321
8 Br -0.8301 1.8979 -3.1504
9 H 2.4164 0.3186 1.1967
10 H 1.7796 1.4013 -0.5513
11 H 1.3867 -1.4731 2.3478
12 H -0.7415 -2.5175 1.6293
13 H -2.2246 1.5010 -1.1569
14 H -1.8303 -0.0408 -1.7316

As for the charge: +1. As for the expectation value of S²: 2.012. The calculation puts the HOMO-LUMO gap (spin up / spin down) at 0.28887 / 0.15081 Ha. The value obtained for the LUMO energy (spin up / spin down) is -0.1633 / -0.3476 hartree. The spin multiplicity is 3. The HOMO energy (spin up / spin down) is -12.305 / -13.563 eV.

Entry 7:
Molecular formula: C6H6Cl18
Method: DFT, wB97M-V/def2-TZVPD

Geometry (Å):
1 C -3.1683 -0.8231 -0.5519
2 Cl -3.1700 0.7251 -1.3222
3 Cl -2.4987 -2.0238 -1.7036
4 Cl -4.8654 -1.3488 -0.0851
5 H -2.4938 -0.7503 0.3013
6 C 0.4156 -0.2268 0.9998
7 Cl -0.1536 0.3350 2.6113
8 Cl -0.8438 -1.0269 0.0987
9 Cl 1.7879 -1.3840 1.0735
10 H 0.7883 0.6032 0.3996
11 C -0.5290 1.7619 -0.8343
12 Cl 0.8693 2.3246 -1.7156
13 Cl -1.9865 2.4895 -1.3791
14 Cl -0.4404 2.0345 0.9138
15 H -0.6990 0.7213 -1.1106
16 C -1.7065 -2.5895 2.0063
17 Cl -0.7767 -2.0176 3.4554
18 Cl -3.2004 -1.7325 1.8127
19 Cl -1.9567 -4.3100 2.1185
20 H -1.1571 -2.4101 1.0821
21 C 2.8275 2.6517 0.1885
22 Cl 2.0448 1.1772 0.7972
23 Cl 4.3403 2.9809 1.0849
24 Cl 1.7114 4.0279 0.2623
25 H 3.0519 2.5115 -0.8689
26 C 2.2655 -0.7465 -2.0239
27 Cl 1.3172 0.4137 -1.0494
28 Cl 2.6897 -2.2095 -1.0910
29 Cl 3.8155 -0.0529 -2.5734
30 H 1.7209 -1.1058 -2.8970

As for the charge: 0. For the energy above the lowest of the compared OMol25 structures with the same formula, charge and spin, the calculation gives 2558.6 kJ/mol. The calculation puts the HOMO-LUMO gap at 0.30059 Ha. The value obtained for the LUMO energy is -0.0142 hartree. The HOMO energy is -8.566 eV.

Entry 8:
Molecular formula: C6H6Cl2CoN2O3Tl
Method: DFT, wB97M-V/def2-TZVPD

Geometry (Å):
1 Tl -2.2165 -1.0398 -5.1325
2 Co -0.0543 0.6216 -1.1621
3 Cl -0.9536 -1.0774 -2.5500
4 Cl -0.7433 2.2092 -2.4726
5 C 1.2653 1.7516 -0.7719
6 C 0.1340 -2.6741 -5.8461
7 C -0.1689 0.8979 -6.1205
8 O 2.0690 2.4957 -0.3969
9 O 1.0296 -3.3443 -6.0987
10 O 0.6782 1.5981 -6.4613
11 C 0.6520 0.8757 3.7865
12 N -0.1713 -0.1139 3.0618
13 C -0.8102 -1.1816 3.8169
14 C -0.2199 -0.1047 1.7710
15 N -0.1908 0.0922 0.6107
16 H 0.5799 0.6235 4.8543
17 H 0.3057 1.9007 3.5886
18 H 1.6927 0.8158 3.4360
19 H -1.9020 -1.1932 3.6779
20 H -0.3880 -2.1573 3.5373
21 H -0.5877 -0.9957 4.8714

As for the charge: +4. As for the expectation value of S²: 6.278. The calculation puts the HOMO-LUMO gap (spin up / spin down) at 0.25356 / 0.21578 Ha. The value obtained for the LUMO energy (spin up / spin down) is -0.6667 / -0.7035 hartree. The spin multiplicity is 5. The HOMO energy (spin up / spin down) is -25.041 / -25.016 eV.

Entry 9:
Molecular formula: C6H6F3PtS6
Method: DFT, wB97M-V/def2-TZVPD

Geometry (Å):
1 Pt 0.5167 -0.0286 -0.3033
2 S -5.3493 0.1082 -4.4554
3 C -4.0597 0.0609 -3.5171
4 S -3.9995 0.7925 -1.9173
5 C -2.4016 0.3454 -1.5165
6 C -1.6701 -0.3811 -2.5562
7 S -0.1199 -0.8818 -2.3544
8 S -2.5515 -0.7128 -3.9856
9 S -1.7470 0.6489 -0.0405
10 F 2.8928 -1.6195 -0.3414
11 C 2.4430 -0.4456 -0.8240
12 F 3.3234 0.5026 -0.4167
13 F 2.5839 -0.5083 -2.1704
14 C 2.3850 -0.2549 2.5121
15 S 1.2496 0.9019 1.7115
16 C -0.1314 0.7268 2.8609
17 H 1.9503 -1.2502 2.5482
18 H 2.5601 0.1278 3.5158
19 H 3.3156 -0.2640 1.9580
20 H 0.2230 1.0283 3.8447
21 H -0.4864 -0.3007 2.8860
22 H -0.9272 1.4041 2.5617

As for the charge: +1. For the energy above the lowest of the compared OMol25 structures with the same formula, charge and spin, the calculation gives 0.0 kJ/mol. The calculation puts the HOMO-LUMO gap at 0.22900 Ha. The value obtained for the LUMO energy is -0.2491 hartree. The HOMO energy is -13.009 eV.

Entry 10:
Molecular formula: C6H6FI
Method: DFT, wB97M-V/def2-TZVPD

Geometry (Å):
1 C -0.6892 1.4426 0.0883
2 C 0.1749 0.3061 0.5721
3 C -0.5471 -3.4043 0.3534
4 C -0.6958 -2.3493 -0.1837
5 C -0.4635 2.4499 -0.7907
6 C 1.4570 0.0925 0.3849
7 F -0.8275 -1.4310 -0.9976
8 I 3.0452 1.1176 -0.5180
9 H -1.7129 1.6102 0.4897
10 H -0.2508 -0.5568 1.1156
11 H -0.4302 -4.1213 1.1448
12 H 0.3614 2.4379 -1.5180
13 H -1.2319 3.1961 -1.0067
14 H 1.8104 -0.7902 0.8659

As for the charge: 0. For the energy above the lowest of the compared OMol25 structures with the same formula, charge and spin, the calculation gives 276.2 kJ/mol. The calculation puts the HOMO-LUMO gap at 0.34857 Ha. The value obtained for the LUMO energy is 0.0220 hartree. The HOMO energy is -8.887 eV.